(1)
# C15H56O15

A structure of composition C15H56O15 (ωB97M-V with the def2-TZVPD basis set, OMol25).

Energy above the lowest of the compared OMol25 structures with the same formula, charge and spin   404.6 kcal/mol
Molar mass   476.60 g mol⁻¹

Element x y z (Å)
C1 0.29854 -0.82589 0.15569
C2 -0.79926 0.26942 -0.29476
O1 -2.07939 -0.21136 0.17018
O2 0.73966 -0.79427 1.54751
H1 1.21606 -0.60389 -0.38926
H2 -0.01414 -1.83329 -0.11904
H3 -0.81310 0.47943 -1.36425
H4 -0.73099 1.27277 0.12561
H5 -2.56371 0.61213 0.26455
H6 -0.03851 -0.69610 2.10106
C3 1.63834 -0.88662 -4.64638
C4 1.78169 -0.31957 -3.20438
O3 0.50946 -0.26630 -2.56442
O4 2.92520 -1.19861 -5.12364
H7 1.10070 -0.08153 -5.14724
H8 1.00613 -1.77428 -4.62479
H9 2.07198 0.71920 -3.04697
H10 2.46415 -0.93902 -2.62246
H11 0.15701 0.56136 -2.89960
H12 3.46760 -0.41378 -5.01666
C5 -2.49456 2.96080 0.84760
O5 -2.71022 1.77476 0.30366
H13 -1.54766 2.90015 1.38409
H14 -2.41906 3.85335 0.22650
H15 -3.19183 3.20851 1.64794
H16 -3.53270 1.47473 0.69750
C6 3.86475 -2.02280 0.50043
O6 2.83781 -1.02503 0.39832
H17 4.21282 -2.17469 1.52214
H18 3.40782 -2.94077 0.13078
H19 4.73566 -1.69512 -0.06724
H20 2.14699 -1.14652 1.05378
C7 -4.06414 -1.24469 -0.39815
O7 -3.05242 -1.77949 0.26520
H21 -4.03022 -0.16546 -0.54719
H22 -4.18432 -1.55469 -1.43621
H23 -4.95750 -1.31962 0.22183
H24 -2.28573 -1.21704 0.13315
C8 0.29018 3.26923 2.00293
O8 1.32000 2.99944 2.94734
H25 0.20476 2.49229 1.24323
H26 -0.69072 3.14628 2.46208
H27 0.33786 4.15107 1.36405
H28 1.48367 3.82234 3.41388
C9 1.36410 -2.55914 -1.52179
O9 0.23281 -2.26698 -2.17410
H29 2.05988 -3.22163 -2.03664
H30 2.03596 -1.71602 -1.36101
H31 1.18332 -3.02602 -0.55358
H32 0.33470 -1.37834 -2.52272
C10 -2.81472 -0.44044 2.80889
O10 -1.49697 -0.60343 2.24146
H33 -2.73399 0.62140 3.04144
H34 -3.57344 -0.64303 2.05297
H35 -2.77866 -1.04002 3.71844
H36 -1.50377 -0.51759 1.28533
C11 -1.81848 -1.00120 -2.28324
O11 -2.85494 -1.61894 -2.88932
H37 -2.22444 -0.03238 -1.99221
H38 -1.58321 -1.56225 -1.37882
H39 -1.01450 -0.91748 -3.01448
H40 -2.46986 -2.38245 -3.32563
C12 -0.43725 -1.41537 4.18872
O12 -0.08508 -2.28471 5.30667
H41 -1.51207 -1.29328 4.32271
H42 0.00439 -0.42170 4.11337
H43 -0.42023 -2.06378 3.31272
H44 -0.11473 -1.76546 6.11358
C13 1.88053 0.42387 3.40924
O13 1.61253 1.41987 4.28456
H45 1.07903 0.17162 2.71492
H46 2.64183 0.84173 2.75053
H47 2.19868 -0.43309 4.00296
H48 1.19314 2.11380 3.77059
C14 -1.59685 2.14019 -3.03386
O14 -0.46453 1.70240 -3.79772
H49 -1.40093 1.76640 -2.02888
H50 -1.65851 3.22313 -2.92642
H51 -2.54665 1.72323 -3.36871
H52 -0.59161 1.87109 -4.73420
C15 3.81858 1.26449 -0.30118
O15 3.14441 0.37177 -1.13679
H53 3.79927 0.93692 0.73825
H54 4.88393 1.29896 -0.52908
H55 3.35715 2.25171 -0.27691
H56 2.85253 -0.37472 -0.60844

(2)
# C15H58B5N2O5SnZn

A structure of composition C15H58B5N2O5SnZn (ωB97M-V with the def2-TZVPD basis set, OMol25).

Total charge   -1
Molar mass   584.80 g mol⁻¹

Element x y z (Å)
Sn1 -3.48176 -0.54808 1.53155
Zn1 -1.53377 2.69877 -0.47741
B1 -5.41298 1.07271 -0.02654
H1 -5.57968 2.04083 0.61159
H2 -4.33397 1.02025 -0.50187
H3 -5.60544 0.10080 0.70287
H4 -6.24355 1.07502 -0.86188
B2 -2.36292 2.94848 1.72600
H5 -1.47164 2.18717 1.58616
H6 -2.37984 3.69356 0.82722
H7 -3.43514 2.41656 1.78052
H8 -2.02585 3.47282 2.72246
B3 0.43417 3.59926 -0.90078
H9 0.18069 3.36017 0.19477
H10 1.52111 4.03023 -0.99995
H11 0.18627 2.73591 -1.66368
H12 -0.35272 4.44791 -1.13338
B4 -1.37462 0.53938 -0.52310
H13 -1.46660 -0.59802 -0.14966
H14 -0.52869 1.08629 0.01994
H15 -1.30645 0.62436 -1.68766
H16 -2.29147 1.04739 -0.04460
B5 -2.90917 3.47023 -1.94583
H17 -1.93077 2.98233 -2.30299
H18 -3.58927 3.69745 -2.87378
H19 -3.34117 2.68895 -1.22815
H20 -2.66820 4.48800 -1.40419
C1 4.67798 -8.52112 0.97230
O1 5.43444 -7.35617 0.72843
C2 4.87103 -6.16606 1.23229
C3 3.61031 -5.64743 0.56381
N1 3.85342 -5.32810 -0.83278
C4 2.63403 -4.95715 -1.55568
C5 2.03816 -3.60568 -1.22739
O2 0.81176 -3.45979 -1.90118
C6 0.04144 -2.32604 -1.56212
H21 5.17083 -9.39334 0.54626
H22 3.69849 -8.39302 0.50213
H23 4.54002 -8.76212 2.03282
H24 5.67346 -5.42530 1.16023
H25 4.76699 -6.16249 2.32786
H26 3.40468 -4.70479 1.06941
H27 2.84298 -6.42772 0.66366
H28 4.21341 -6.10986 -1.36434
H29 1.85502 -5.70701 -1.34347
H30 2.81792 -5.03180 -2.62926
H31 2.65452 -2.73362 -1.47300
H32 1.85993 -3.60686 -0.14122
H33 -0.93156 -2.45634 -2.02691
H34 0.50309 -1.40930 -1.94858
H35 -0.01108 -2.14499 -0.48496
C7 2.12806 -0.55044 2.06829
O3 2.38116 0.82225 2.23580
C8 2.78509 1.40229 1.02111
C9 3.35886 2.79228 1.21431
N2 2.29622 3.67748 1.69553
C10 2.83297 5.01142 1.86716
C11 1.72992 5.97396 2.34328
O4 1.11291 5.54196 3.50812
C12 0.14173 6.39383 4.05405
H36 3.09908 -1.05854 1.99387
H37 1.61375 -0.73696 1.11422
H38 1.49462 -1.04931 2.80105
H39 3.61801 0.84897 0.55310
H40 1.97298 1.41963 0.28557
H41 4.23605 2.74328 1.86385
H42 3.71290 3.14258 0.23124
H43 1.62510 3.71404 0.92217
H44 3.63596 4.99947 2.61054
H45 3.19497 5.51679 0.95623
H46 2.16738 6.98060 2.42488
H47 1.03882 5.96960 1.48606
H48 0.76021 7.21243 4.44756
H49 -0.45679 5.99262 4.87131
H50 -0.60953 6.68353 3.31114
C13 -5.91788 -2.19200 -3.10636
C14 -4.45168 -1.89514 -2.71425
C15 -3.89390 -0.79871 -3.63966
O5 -4.54543 -1.35066 -1.37998
H51 -6.53208 -2.48457 -2.25947
H52 -5.88992 -2.94197 -3.90246
H53 -6.35237 -1.28920 -3.53797
H54 -3.83942 -2.78476 -2.58241
H55 -3.92276 -1.23469 -4.64581
H56 -2.84478 -0.63378 -3.40793
H57 -4.58004 0.04313 -3.65246
H58 -4.82800 -0.42405 -1.33761

(3)
# C15H60N30O15

A cluster of 15 separate species, C15H60N30O15 in total (ωB97M-V with the def2-TZVPD basis set, OMol25).

Energy above the lowest of the compared OMol25 structures with the same formula, charge and spin   329.3 kcal/mol
Molar mass   900.84 g mol⁻¹

Element x y z (Å)
C1 -6.27848 -4.63097 -1.05822
O1 -6.60762 -3.55488 -1.53308
N1 -5.08504 -4.92843 -0.55490
N2 -6.96461 -5.70633 -0.90144
H1 -4.37023 -4.22398 -0.66851
H2 -4.93307 -5.89110 -0.28983
H3 -6.54607 -6.61539 -1.03753
H4 -7.91994 -5.46415 -1.12231
C2 2.26588 -1.58148 -7.19273
O2 1.56987 -1.17289 -6.32386
N3 2.58562 -0.80341 -8.11463
N4 2.69992 -2.78543 -7.39412
H5 3.25240 -1.24235 -8.73335
H6 2.29003 0.15585 -8.22675
H7 3.28890 -3.00499 -8.18469
H8 2.73205 -3.48399 -6.66537
C3 -4.78744 -1.43719 -6.33044
O3 -4.36612 -2.31358 -7.05215
N5 -6.04885 -1.15392 -6.13844
N6 -3.94256 -0.80265 -5.55313
H9 -6.34943 -0.36173 -5.58874
H10 -6.79974 -1.53857 -6.69372
H11 -4.39214 -0.29370 -4.80549
H12 -3.00084 -1.15898 -5.63225
C4 2.90632 1.98609 5.35142
O4 3.67240 1.44621 4.55969
N7 1.68669 1.56341 5.58589
N8 3.13882 2.98540 6.04494
H13 0.90260 2.00067 6.04859
H14 1.49726 0.63163 5.24533
H15 4.04188 3.42702 5.94716
H16 2.45294 3.41300 6.65060
C5 -5.51558 6.34095 0.95097
O5 -6.71662 6.36523 0.53920
N9 -4.74841 5.27942 1.02763
N10 -4.73492 7.38762 1.08679
H17 -3.73995 5.25196 1.07615
H18 -5.21532 4.41423 0.79624
H19 -5.06658 8.30508 0.82534
H20 -3.91591 7.30591 1.67215
C6 -0.58618 -7.14590 -4.34604
O6 -0.06959 -6.36691 -3.46777
N11 -0.48585 -8.41842 -4.29544
N12 -1.20365 -6.75535 -5.41577
H21 -0.62797 -9.00959 -5.10193
H22 0.14578 -8.78666 -3.59864
H23 -1.78725 -7.41142 -5.91485
H24 -1.13255 -5.78724 -5.69471
C7 -0.49074 7.17393 5.27504
O7 -0.59893 6.54317 4.15550
N13 -0.24438 8.45750 5.45690
N14 -0.76725 6.59354 6.39068
H25 -0.64117 9.05184 6.17063
H26 -0.06759 8.92772 4.58069
H27 -0.75684 7.17131 7.21904
H28 -1.11300 5.64512 6.35830
C8 -0.39484 -0.16479 -0.18901
O8 -1.05578 -0.57322 0.79462
N15 0.03869 1.02336 -0.40262
N16 0.14994 -0.83680 -1.16864
H29 -0.06473 1.70946 0.33132
H30 0.59702 1.09109 -1.24155
H31 -0.15893 -1.79664 -1.22697
H32 0.65173 -0.46072 -1.96040
C9 -7.26855 1.10300 3.26792
O9 -7.59107 2.12869 3.76880
N17 -7.86881 0.60722 2.19108
N18 -6.24350 0.39525 3.62560
H33 -7.51849 -0.25062 1.78924
H34 -8.64646 1.10076 1.77660
H35 -5.80274 -0.24645 2.98212
H36 -5.71241 0.84313 4.35871
C10 0.81845 -7.65790 1.96954
O10 0.93661 -8.52412 1.20072
N19 0.15375 -6.52304 1.76972
N20 1.26740 -7.57520 3.24216
H37 -0.07352 -6.38480 0.79538
H38 0.10826 -5.79983 2.47328
H39 2.02654 -8.21574 3.42526
H40 1.02858 -6.70822 3.70196
C11 7.31945 1.47699 -0.58736
O11 7.88470 1.09608 -1.62425
N21 6.22142 1.03778 -0.05477
N22 7.92217 2.23882 0.27763
H41 5.73203 0.41487 -0.68134
H42 5.77572 1.23605 0.82962
H43 7.43305 2.45182 1.13523
H44 8.79719 2.69442 0.06115
C12 2.71518 5.76912 -4.71049
O12 2.02803 4.98104 -4.18647
N23 3.95221 6.07551 -4.32101
N24 2.29340 6.62010 -5.52720
H45 4.47591 5.56971 -3.62101
H46 4.32232 6.85635 -4.84389
H47 1.29075 6.50151 -5.55428
H48 2.80136 7.46733 -5.73761
C13 4.81430 6.74536 1.60512
O13 6.03191 6.72643 1.86467
N25 4.26657 5.84219 0.83650
N26 3.96634 7.55429 2.20612
H49 4.79919 5.06168 0.47982
H50 3.35591 5.92749 0.40811
H51 3.01119 7.22867 2.24806
H52 4.25983 8.05966 3.02986
C14 5.69369 -4.51957 -1.24319
O14 5.87750 -4.28525 -2.46334
N27 6.67583 -4.55844 -0.37495
N28 4.52571 -4.48523 -0.60593
H53 6.58133 -4.86163 0.58382
H54 7.60271 -4.20833 -0.57094
H55 3.71875 -4.12981 -1.09847
H56 4.52547 -4.78544 0.35842
C15 -1.04755 -3.78734 6.06436
O15 0.12634 -3.54545 5.83882
N29 -1.50675 -4.49345 7.13144
N30 -2.04492 -3.56634 5.29995
H57 -2.49570 -4.49654 7.33658
H58 -0.84703 -5.04135 7.66498
H59 -1.97460 -2.87506 4.56696
H60 -2.76901 -4.27016 5.32048

no.,calculated total energy (eV),frontier orbital gap (eV)
1,-47149.80292,8.1
2,-87333.48404,5.5
3,-91948.27281,9.2